This record from OMol25 describes a molecular structure, C31H31GeKN4O4Se. The level of theory is ωB97M-V/def2-TZVPD.

Properties
charge: -2
frontier orbital gap: 5.8 eV
F_max: 0.8 eV/Å
LUMO: 4.15 eV
energy above the lowest of the compared OMol25 structures with the same formula, charge and spin: 115.6 kJ/mol

Structure (XYZ):
```
73
Properties=species:S:1:pos:R:3:forces:R:3
K 1.121 -0.803 1.360 -0.02 0.82 0.05
C 4.686 2.244 0.444 -0.03 0.01 0.02
C 4.984 1.740 -0.816 0.02 -0.01 -0.04
C 3.952 1.239 -1.592 0.07 0.06 0.06
C 2.637 1.239 -1.105 0.01 -0.10 0.08
C 2.282 1.730 0.170 -0.01 0.03 -0.12
C 3.371 2.230 0.898 0.05 0.09 0.04
C 1.604 0.616 -1.975 -0.04 -0.01 -0.07
C 1.713 0.714 -3.401 -0.01 -0.01 -0.01
C 0.819 0.082 -4.203 0.00 0.00 0.04
C -0.236 -0.662 -3.621 0.00 0.02 0.05
C -1.199 -1.377 -4.367 -0.02 -0.01 -0.03
C -2.190 -2.074 -3.732 0.00 0.00 -0.06
C -2.268 -2.072 -2.323 0.03 0.02 0.09
C -1.351 -1.382 -1.579 -0.01 -0.01 -0.03
C -0.303 -0.671 -2.211 -0.04 -0.03 -0.05
N 0.612 -0.045 -1.420 0.12 -0.03 -0.01
H 5.482 2.633 1.074 0.00 0.00 -0.01
H 6.006 1.712 -1.177 0.00 0.00 0.00
H 4.192 0.802 -2.557 -0.01 -0.01 -0.01
H 3.193 2.641 1.896 -0.03 -0.02 -0.01
H 2.511 1.309 -3.822 0.00 0.00 -0.01
H 0.894 0.144 -5.285 0.00 0.00 0.00
H -1.133 -1.368 -5.450 0.00 0.00 0.00
H -2.920 -2.629 -4.308 0.00 0.00 0.00
H -3.053 -2.622 -1.820 -0.01 0.00 -0.01
H -1.397 -1.362 -0.498 -0.01 -0.01 0.01
C -0.222 6.206 3.305 -0.06 0.02 0.03
Ge -1.735 4.955 3.235 0.02 -0.03 -0.01
C -2.710 5.262 1.558 0.01 -0.04 0.04
C -2.958 5.406 4.723 0.03 -0.01 -0.05
C -1.090 3.122 3.374 -0.20 0.04 0.10
Se 0.260 2.660 1.996 0.21 -0.09 -0.02
C -1.074 1.967 0.767 -0.02 0.01 0.00
H -0.537 7.198 2.974 0.01 0.02 0.01
H 0.580 5.859 2.653 -0.02 -0.03 -0.02
H 0.165 6.290 4.322 0.01 -0.01 0.01
H -3.139 6.266 1.550 0.01 0.02 0.00
H -3.519 4.540 1.446 -0.01 0.00 0.00
H -2.041 5.162 0.702 0.03 -0.01 0.01
H -3.324 6.431 4.636 0.00 0.01 -0.02
H -2.451 5.306 5.684 0.02 -0.01 0.00
H -3.817 4.733 4.723 -0.01 -0.01 0.00
H -1.908 2.404 3.286 -0.04 0.02 0.06
H -0.629 2.959 4.350 0.02 0.05 0.00
H -1.892 2.682 0.686 0.00 -0.03 -0.02
H -1.448 1.008 1.124 -0.05 0.00 -0.02
H -0.570 1.845 -0.186 0.02 -0.03 0.01
N -1.199 -3.737 1.236 -0.01 0.00 0.07
C -1.921 -2.639 1.601 0.03 -0.06 0.02
O -1.346 -1.550 1.778 -0.16 0.00 0.03
C -3.353 -2.795 1.720 0.30 -0.01 -0.06
C -3.959 -4.042 1.514 -0.28 -0.11 0.04
N -4.458 -5.078 1.350 0.11 -0.02 -0.04
C -4.159 -1.692 2.053 -0.13 0.14 0.02
N -4.850 -0.802 2.322 0.01 -0.01 0.01
H -0.182 -3.692 1.314 0.02 -0.01 -0.02
H -1.646 -4.637 1.225 0.00 0.00 -0.01
O 1.676 -5.913 0.325 0.00 0.00 0.01
C 1.704 -5.187 -0.836 -0.06 -0.01 -0.01
C 1.337 -5.782 -2.040 0.00 0.00 0.02
C 1.357 -5.055 -3.221 0.00 -0.01 0.01
C 1.771 -3.733 -3.207 0.00 0.00 -0.03
C 2.157 -3.158 -2.005 0.04 -0.02 -0.01
C 2.117 -3.855 -0.802 0.03 0.05 0.01
C 2.422 -3.066 0.474 0.00 -0.10 -0.16
O 3.279 -2.169 0.383 0.10 -0.11 -0.04
O 1.681 -3.289 1.466 -0.02 -0.43 0.05
H 1.290 -6.772 0.127 0.01 0.01 0.00
H 1.019 -6.821 -2.042 0.00 0.00 0.00
H 1.041 -5.528 -4.144 0.00 0.01 0.00
H 1.778 -3.146 -4.117 0.00 0.00 0.00
H 2.494 -2.129 -1.965 0.00 0.01 0.01
```
Positions in Å, forces in eV/Å.

Löwdin atomic charge list, values in e, 5 entries: number 1, K, carries 0.780; number 2, C, carries -0.134; number 3, C, carries -0.132; number 4, C, carries -0.080; number 5, C, carries -0.236

***

This record from OMol25 describes 6 unconnected molecules or ions with the total composition C31H31N5O2 at a distorted geometry. The level of theory is ωB97M-V/def2-TZVPD.

Properties
frontier orbital gap: 8.4 eV
F_max: 13.5 eV/Å
LUMO: 0.70 eV
SMILES string: Oc1ccc(O)cc1.c1ccncc1.c1ccncc1.c1ccncc1.c1ccncc1.c1ccncc1
energy above the lowest of the compared OMol25 structures with the same formula, charge and spin: 691.0 kJ/mol

Structure (XYZ):
```
69
Properties=species:S:1:pos:R:3:forces:R:3
O -1.162 -18.797 -16.199 -1.13 -0.24 -0.38
C -0.762 -18.164 -15.039 0.52 -1.51 1.90
C 0.077 -18.866 -14.091 0.16 3.31 -0.32
C 0.632 -18.152 -12.933 -0.43 -2.59 -2.02
C 0.329 -16.821 -12.796 -0.72 0.55 0.71
O 0.867 -16.152 -11.705 0.61 -2.01 0.21
C -0.533 -16.168 -13.665 0.36 -2.80 -0.78
C -1.082 -16.878 -14.766 2.82 -0.12 4.13
H -2.133 -18.681 -16.452 1.97 0.27 0.69
H 0.613 -19.568 -14.672 0.46 -1.99 0.63
H 1.319 -18.664 -12.178 -0.83 0.62 -1.38
H 1.319 -16.948 -11.291 -0.34 2.01 0.08
H -0.736 -15.163 -13.505 -0.45 1.70 0.11
H -1.522 -16.294 -15.407 -3.03 2.76 -3.64
C -5.137 -18.043 -20.942 2.22 1.13 5.62
C -5.751 -18.032 -19.623 -2.12 -0.01 -1.43
C -4.941 -18.000 -18.549 1.30 0.60 3.09
N -3.583 -17.880 -18.603 -2.36 -0.81 1.27
C -3.085 -17.845 -19.792 0.81 -0.07 -0.16
C -3.748 -17.856 -20.990 -1.76 -0.38 -2.13
H -5.801 -18.130 -21.664 -2.39 -0.23 -3.99
H -6.918 -17.980 -19.381 2.71 -0.48 -1.13
H -5.300 -18.045 -17.479 0.00 0.15 -1.44
H -2.057 -17.937 -19.725 2.27 0.42 -0.64
H -3.202 -17.738 -21.963 -0.57 -0.37 1.13
C 3.327 -17.198 -7.872 -0.25 5.09 0.34
C 3.496 -18.495 -7.943 -0.36 -5.02 -0.53
C 3.798 -19.041 -9.224 -0.15 9.23 0.36
N 4.039 -18.260 -10.379 -0.52 -0.43 2.27
C 3.938 -16.928 -10.253 -0.99 -0.41 -1.04
C 3.566 -16.433 -9.002 -0.06 1.03 -0.73
H 3.009 -16.519 -7.012 0.40 -1.82 -0.74
H 3.209 -19.111 -7.068 0.57 0.01 -0.79
H 3.966 -19.893 -9.575 0.89 -7.99 -1.22
H 3.948 -16.361 -11.285 0.28 -0.74 2.52
H 3.341 -15.412 -8.830 0.13 1.06 -0.49
C 4.460 -17.348 -17.704 0.65 -0.94 2.31
C 5.053 -16.912 -16.449 0.56 -1.02 -5.41
C 4.367 -17.121 -15.314 1.82 1.45 2.37
N 3.196 -17.792 -15.224 0.55 1.02 0.35
C 2.658 -18.209 -16.355 2.20 1.13 -1.29
C 3.257 -18.047 -17.634 1.91 1.94 2.22
H 5.137 -17.327 -18.562 -0.77 0.20 -0.15
H 6.114 -16.641 -16.694 -1.08 0.49 1.59
H 5.011 -16.555 -14.484 -2.37 -1.94 -0.47
H 1.719 -18.631 -16.332 -1.92 -1.17 0.38
H 2.871 -18.374 -18.518 -1.54 -1.17 -1.98
C -0.554 -22.534 -16.755 2.96 1.86 1.50
C -0.985 -22.323 -18.028 -0.70 0.94 -3.98
C -0.172 -21.707 -19.110 2.99 -1.22 7.05
N 1.127 -21.368 -18.735 -1.45 -0.69 -2.30
C 1.643 -21.674 -17.533 -5.34 0.80 -0.53
C 0.772 -22.070 -16.473 -5.86 0.21 -12.13
H -1.093 -22.807 -15.854 -0.64 -0.39 -0.66
H -2.002 -22.553 -18.364 0.22 -0.15 0.52
H -0.456 -21.496 -20.086 -0.73 0.30 -1.41
H 2.576 -21.252 -17.360 1.87 0.15 0.48
H 1.342 -22.163 -15.807 6.71 -1.70 11.48
C -4.052 -11.877 -15.201 0.80 -6.94 2.47
C -3.368 -12.563 -16.250 -0.56 1.88 -1.08
C -3.107 -13.918 -16.234 0.69 -2.05 0.02
N -3.609 -14.637 -15.202 0.09 0.05 0.07
C -4.256 -14.050 -14.176 0.55 1.58 0.21
C -4.437 -12.626 -13.987 1.48 -2.04 -4.69
H -4.148 -10.909 -15.284 -0.72 4.99 -0.32
H -3.148 -11.956 -17.179 0.03 -0.73 1.27
H -2.404 -14.567 -17.070 -2.33 2.19 2.43
H -4.601 -14.683 -13.339 0.25 -0.02 -0.75
H -4.906 -12.383 -13.067 -0.29 1.08 0.35
```
Positions in Å, forces in eV/Å.

Löwdin atomic charge list, values in e, 5 entries: number 1, O, carries -0.010; number 2, C, carries -0.332; number 3, C, carries 0.015; number 4, C, carries -0.012; number 5, C, carries -0.352

***

This record from OMol25 describes a molecular structure, C31H31N7O3Re at a distorted geometry. The level of theory is ωB97M-V/def2-TZVPD.

Properties
charge: +2
frontier orbital gap (spin up / spin down): 5.3 / 5.4 eV
multiplicity: 2
⟨S²⟩: 0.768
F_max: 5.2 eV/Å
LUMO (spin up / spin down): -8.18 / -8.12 eV

Structure (XYZ):
```
73
Properties=species:S:1:pos:R:3:forces:R:3
Re -0.324 0.667 -0.386 0.32 -0.53 4.34
C 3.830 0.526 0.886 -0.21 0.11 -0.16
C 2.334 0.539 0.972 0.18 0.01 -0.29
O 1.689 0.645 -0.121 0.35 0.15 -0.55
C 1.727 0.386 2.235 -1.07 -0.02 0.30
C 0.372 0.294 2.548 1.57 -0.10 0.99
C -0.065 0.079 3.959 0.02 -0.09 0.05
N -0.611 0.393 1.630 -0.05 0.90 -5.11
N -1.860 0.282 2.026 -0.57 -0.35 1.53
C -2.753 0.357 1.046 0.64 -0.15 -0.11
O -2.352 0.572 -0.161 -0.72 0.34 -0.74
C -4.143 0.094 1.358 -0.38 -0.05 -0.13
C -4.573 0.016 2.689 0.12 0.07 -0.22
C -5.881 -0.317 2.968 -0.05 -0.02 0.02
C -6.765 -0.605 1.933 0.16 0.05 -0.03
C -6.348 -0.515 0.611 -0.10 -0.03 0.07
C -5.048 -0.160 0.319 0.21 0.11 0.08
H 4.166 -0.498 0.723 0.00 -0.13 0.02
H 4.283 0.891 1.801 0.04 0.00 0.09
H 4.171 1.118 0.040 -0.06 0.02 -0.02
H 2.411 0.307 3.064 -0.02 -0.06 0.12
H 0.771 -0.103 4.626 0.12 0.07 -0.07
H -0.755 -0.762 4.009 -0.03 -0.01 0.01
H -0.621 0.951 4.301 -0.07 0.05 0.06
H -3.875 0.228 3.481 0.06 0.01 0.14
H -6.215 -0.357 3.992 -0.04 -0.05 0.10
H -7.775 -0.905 2.162 -0.13 0.03 0.01
H -7.045 -0.728 -0.185 -0.04 -0.02 -0.09
H -4.711 -0.088 -0.704 0.02 0.00 -0.10
C -0.378 3.748 1.386 0.00 -0.39 -0.03
C -0.361 3.796 -0.108 -0.07 1.18 0.77
O -0.316 2.737 -0.766 -0.12 -1.69 -0.47
C -0.381 5.096 -0.754 0.02 -0.01 -0.43
C -0.410 5.187 -2.157 0.01 -0.15 0.16
C -0.416 6.416 -2.779 0.00 0.02 -0.10
C -0.392 7.582 -2.024 -0.01 -0.17 0.17
C -0.367 7.511 -0.636 0.01 0.06 -0.02
C -0.364 6.287 -0.003 0.01 -0.26 -0.04
H -0.368 2.717 1.729 -0.01 0.13 0.00
H -1.268 4.240 1.769 -0.03 0.10 0.04
H 0.500 4.256 1.780 0.03 0.11 0.05
H -0.432 4.281 -2.742 0.01 -0.07 -0.08
H -0.436 6.478 -3.856 -0.02 -0.03 -0.09
H -0.396 8.545 -2.510 0.01 0.08 -0.07
H -0.344 8.416 -0.049 -0.02 0.07 0.05
H -0.343 6.260 1.072 0.00 0.00 0.16
C 0.763 -1.349 -2.814 0.11 -0.05 -0.04
C 0.166 -2.049 -1.655 0.24 -0.27 -0.40
N -0.337 -1.429 -0.591 0.04 0.64 -0.60
C -0.846 -2.398 0.235 -0.26 -0.60 0.35
C -0.628 -3.611 -0.331 -0.25 0.40 0.47
N 0.012 -3.382 -1.521 -0.05 0.97 0.09
C 0.479 -4.399 -2.440 0.26 -0.51 -0.69
N 1.894 -4.323 -2.628 0.32 -0.17 1.12
N 2.415 -4.089 -3.845 -1.12 0.21 -1.09
N 3.664 -4.089 -3.794 1.14 0.19 -1.04
C 4.086 -4.320 -2.521 -1.14 -0.21 1.26
C 5.354 -4.408 -1.955 -0.12 0.03 -0.04
C 5.415 -4.609 -0.595 0.15 0.00 -0.06
C 4.260 -4.732 0.190 -0.12 0.02 0.00
C 2.995 -4.664 -0.354 -0.17 -0.04 0.14
C 2.920 -4.467 -1.725 0.72 0.09 -0.41
H 0.598 -0.271 -2.708 0.01 0.01 -0.13
H 0.307 -1.681 -3.746 -0.01 0.07 -0.06
H 1.837 -1.518 -2.892 0.02 -0.02 0.03
H -1.335 -2.164 1.158 -0.10 0.01 0.18
H -0.893 -4.596 -0.005 0.00 -0.20 0.09
H 0.027 -4.271 -3.431 0.07 -0.04 0.24
H 0.189 -5.376 -2.036 -0.01 0.25 -0.02
H 6.237 -4.326 -2.566 0.15 0.04 -0.07
H 6.376 -4.681 -0.114 0.13 -0.03 0.06
H 4.370 -4.890 1.252 -0.01 -0.04 0.11
H 2.110 -4.768 0.255 -0.08 -0.06 0.16
```
Positions in Å, forces in eV/Å.

Löwdin atomic charge list, values in e, 5 entries: number 1, Re, carries 1.635; number 2, C, carries 0.023; number 3, C, carries -0.368; number 4, O, carries -0.147; number 5, C, carries 0.047

***

This record from OMol25 describes 3 unconnected molecules or ions with the total composition C31H32BF3O3 at a distorted geometry. The level of theory is ωB97M-V/def2-TZVPD.

Properties
frontier orbital gap: 3.0 eV
F_max: 4.2 eV/Å
LUMO: -2.12 eV
energy above the lowest of the compared OMol25 structures with the same formula, charge and spin: 758.4 kJ/mol

Structure (XYZ):
```
70
Properties=species:S:1:pos:R:3:forces:R:3
C -2.569 -1.748 -1.400 -0.01 -0.70 -0.48
C -2.174 -1.073 -0.099 0.84 -0.19 0.43
C -2.929 0.232 -0.160 -0.60 0.41 0.70
C -2.348 -1.896 1.262 -0.13 0.28 0.20
C -2.688 -0.994 2.456 -0.28 0.15 0.12
C -3.246 -3.106 1.171 -0.31 -0.11 -0.08
O -1.013 -2.400 1.632 -0.33 1.42 -0.11
B -0.155 -1.495 1.048 0.44 -2.11 -3.64
C 1.405 -1.790 0.878 0.26 0.24 1.18
C 2.102 -1.528 -0.323 -0.04 -0.02 0.15
C 3.474 -1.748 -0.401 -0.01 0.30 -0.33
C 4.213 -2.066 0.735 -0.21 -0.13 0.12
C 5.720 -2.001 0.635 0.57 -0.23 0.04
F 6.340 -2.181 1.833 -0.42 0.03 -0.71
F 6.212 -2.945 -0.220 -0.24 0.59 0.52
F 6.165 -0.792 0.159 -0.48 -0.80 0.28
C 3.547 -2.369 1.921 0.10 0.43 0.10
C 2.152 -2.230 1.982 0.00 -0.19 -0.41
C 0.550 -2.664 -2.266 -1.55 -0.19 0.55
C 1.031 -4.000 -2.058 0.10 -1.18 0.09
C -0.312 -3.604 -1.471 0.75 -0.22 0.47
O -0.728 -0.820 -0.047 -0.64 -0.31 1.16
H -3.625 -2.024 -1.411 -0.11 0.32 0.17
H -2.381 -1.090 -2.256 -0.07 0.12 0.30
H -2.036 -2.651 -1.639 -0.09 0.14 0.30
H -3.997 -0.008 -0.064 0.13 0.19 0.00
H -2.663 0.938 0.621 -0.09 -0.09 0.05
H -2.802 0.735 -1.120 0.17 -0.13 0.07
H -3.665 -0.487 2.376 0.39 -0.21 -0.03
H -2.694 -1.631 3.351 -0.03 0.22 -0.18
H -1.889 -0.238 2.606 -0.50 -0.30 -0.16
H -4.294 -2.846 0.947 0.35 0.05 0.11
H -2.895 -3.786 0.390 -0.01 0.08 0.11
H -3.211 -3.627 2.131 -0.09 -0.02 -0.13
H 1.641 -1.095 -1.218 -0.44 -0.24 0.43
H 3.981 -1.578 -1.355 -0.11 0.07 0.35
H 4.113 -2.616 2.813 -0.07 -0.02 -0.10
H 1.622 -2.429 2.915 0.26 -0.01 -0.18
H 0.241 -2.049 -3.084 0.12 -0.01 -0.60
H 1.014 -4.829 -2.783 0.26 0.54 0.02
H 1.773 -4.096 -1.280 0.61 -0.30 0.00
H -0.324 -3.473 -0.365 -0.10 -0.25 -0.86
H -1.204 -4.158 -1.846 0.78 0.55 -0.01
C -3.756 5.369 1.175 0.27 -0.06 -0.38
C -3.535 4.181 1.883 0.45 0.18 0.06
C -2.464 3.345 1.554 0.00 0.37 -0.37
C -1.638 3.650 0.444 -1.15 0.27 -0.04
C -0.621 2.734 -0.020 0.73 -0.99 0.34
O -0.133 3.020 -1.264 0.51 0.18 0.02
C 1.179 2.660 -1.554 -0.07 0.27 0.63
C 1.758 1.665 -0.740 1.08 0.61 -0.82
C 3.166 1.524 -0.802 0.07 0.01 -0.56
C 3.886 2.137 -1.821 -0.34 -0.07 -0.01
C 3.242 3.011 -2.713 0.05 -0.08 -0.13
C 1.915 3.389 -2.489 -0.14 -0.75 -0.13
C 1.000 0.984 0.227 1.41 1.46 1.85
C -0.121 1.665 0.704 -0.78 1.30 -0.88
C -1.905 4.822 -0.294 0.13 -0.27 -0.08
C -2.943 5.665 0.065 -0.23 0.03 0.69
H -4.537 6.073 1.489 0.28 -0.44 -0.21
H -4.171 3.932 2.731 0.17 0.04 -0.17
H -2.260 2.452 2.150 -0.26 0.33 -0.18
H 3.664 0.927 -0.038 -0.10 0.00 -0.36
H 4.944 1.929 -1.942 -0.11 0.06 0.08
H 3.769 3.378 -3.607 -0.18 0.09 0.74
H 1.473 4.189 -3.072 -0.16 -0.21 0.07
H 1.633 0.455 0.959 -0.85 -0.06 -0.60
H -0.612 1.467 1.649 0.35 -0.21 -0.03
H -1.287 5.054 -1.165 -0.27 -0.09 0.38
H -3.098 6.578 -0.502 -0.06 -0.10 0.09
```
Positions in Å, forces in eV/Å.

Löwdin atomic charge list, values in e, 5 entries: number 1, C, carries -0.024; number 2, C, carries -0.390; number 3, C, carries -0.017; number 4, C, carries -0.420; number 5, C, carries -0.005